DFT (ωB97M-V with the def2-TZVPD basis set) results for a molecular structure, C19H40DyN5O5S in a non-equilibrium geometry.

Structure (XYZ):
```
71
Properties=species:S:1:pos:R:3
Dy 0.256 -0.040 -0.065
C -0.850 -1.220 2.913
C -0.121 -2.359 2.186
N -0.408 -2.382 0.736
C -1.799 -2.798 0.421
C -2.480 -1.844 -0.561
N -2.248 -0.438 -0.175
C -2.969 -0.033 1.063
C -2.075 0.752 2.027
N -0.774 0.081 2.204
H -0.425 -1.124 3.915
H -1.900 -1.472 3.063
H -0.419 -3.301 2.662
H 0.958 -2.256 2.300
H 0.226 -3.051 0.311
H -2.363 -2.850 1.355
H -1.812 -3.811 0.011
H -3.549 -2.086 -0.596
H -2.080 -1.980 -1.571
H -2.566 0.160 -0.931
H -3.357 -0.931 1.544
H -3.844 0.570 0.811
H -2.593 0.894 2.982
H -1.876 1.749 1.620
H -0.164 0.699 2.732
O 3.592 -0.362 -2.305
C 2.323 -0.635 -2.264
O 1.780 -1.241 -1.335
C 1.541 -0.209 -3.502
O 0.234 0.229 -3.196
C 0.054 1.663 -3.100
C 0.295 1.902 -1.623
O -0.685 1.897 -0.823
O 1.444 1.620 -1.180
H 4.034 -0.601 -1.475
H 1.438 -1.111 -4.120
H 2.109 0.537 -4.059
H -0.976 1.872 -3.381
H 0.749 2.212 -3.736
C 1.696 0.716 6.189
C 2.812 0.055 6.981
C 4.105 -0.175 6.205
C 3.979 -1.120 5.012
N 3.481 -0.393 3.846
C 3.151 -0.788 2.631
S 2.540 0.443 1.575
N 3.280 -2.034 2.153
C 4.132 -3.134 2.619
C 5.598 -2.929 2.244
C 6.497 -4.057 2.748
C 6.673 -4.058 4.257
H 0.828 0.897 6.821
H 1.367 0.090 5.356
H 2.006 1.680 5.783
H 2.462 -0.901 7.379
H 3.044 0.671 7.852
H 4.853 -0.595 6.878
H 4.526 0.774 5.862
H 3.276 -1.924 5.248
H 4.948 -1.561 4.768
H 3.337 0.595 3.996
H 3.047 -2.081 1.174
H 3.734 -4.034 2.145
H 3.994 -3.272 3.687
H 5.943 -1.972 2.646
H 5.672 -2.847 1.156
H 7.472 -3.966 2.269
H 6.093 -5.017 2.417
H 7.072 -3.105 4.606
H 7.371 -4.831 4.569
H 5.739 -4.247 4.787
```

2S+1: 6
LUMO (spin up / spin down) in eV: -5.05 / -5.11
Net charge: +2
Energy relative to the best compared isomer or geometry (same formula, charge and spin) in kcal/mol: 19.3
Orbital gap (spin up / spin down) in eV: 9.518 / 9.473
Highest occupied orbital energy (spin up / spin down) in eV: -14.57 / -14.58

Partial charges, Mulliken, in e: atom 1 (Dy): 0.523, atom 2 (C): -0.869, atom 3 (C): 0.454, atom 4 (N): 0.016, atom 5 (C): -0.694, atom 6 (C): -0.892, atom 7 (N): -0.016, atom 8 (C): -0.807, atom 9 (C): -0.903, atom 10 (N): 0.050, atom 11 (H): 0.395, atom 12 (H): 0.382, atom 13 (H): 0.522, atom 14 (H): -0.947, atom 15 (H): 0.368, atom 16 (H): 0.287, atom 17 (H): 0.477, atom 18 (H): 0.439, atom 19 (H): 0.382, atom 20 (H): 0.382, atom 21 (H): 0.264, atom 22 (H): 0.464, atom 23 (H): 0.529, atom 24 (H): 0.410, atom 25 (H): 0.407, atom 26 (O): -0.399, atom 27 (C): 0.691, atom 28 (O): -0.582, atom 29 (C): -0.466, atom 30 (O): -0.366, atom 31 (C): -0.467, atom 32 (C): 0.854, atom 33 (O): -0.583, atom 34 (O): -0.533, atom 35 (H): 0.371, atom 36 (H): 0.340, atom 37 (H): 0.328, atom 38 (H): 0.358, atom 39 (H): 0.375, atom 40 (C): -0.685, atom 41 (C): -0.444, atom 42 (C): -1.271, atom 43 (C): -0.157, atom 44 (N): -0.005, atom 45 (C): 0.543, atom 46 (S): -0.571, atom 47 (N): 0.099, atom 48 (C): -1.168, atom 49 (C): -0.132, atom 50 (C): -0.611, atom 51 (C): -1.095, atom 52 (H): 0.438, atom 53 (H): -0.171, atom 54 (H): 0.300, atom 55 (H): 0.326, atom 56 (H): 0.373, atom 57 (H): 0.349, atom 58 (H): 0.435, atom 59 (H): 0.378, atom 60 (H): 0.108, atom 61 (H): 0.324, atom 62 (H): 0.220, atom 63 (H): 0.409, atom 64 (H): 0.258, atom 65 (H): 0.287, atom 66 (H): 0.319, atom 67 (H): 0.338, atom 68 (H): 0.326, atom 69 (H): 0.270, atom 70 (H): 0.394, atom 71 (H): 0.277